1.
48
Properties=species:S:1:pos:R:3:forces:R:3 method="wB97M-V/def2-TZVPD" molar_mass_g_mol=344.480 smiles="CCc1cccc(CC)c1NC(=S)NCCc1ccc(O)c(O)c1" gap_ev=8.80 relative_energy_kj_mol=0.0 homo_energy_ev=-8.2 e_lumo_ev=0.6
S -0.82938 -2.50271 -1.93714 -0.4077 -0.3974 -0.7304
O -3.78295 2.35478 -0.35410 -0.0636 0.0491 -0.1416
O -4.28073 -0.07117 -1.45569 0.0074 0.1217 0.1062
N 0.83202 -0.63285 -1.23811 0.1836 0.2190 -0.0669
N 0.16886 -2.03618 0.47557 0.1629 0.4593 -0.1250
C -0.30904 1.99038 -1.17352 0.0753 0.0512 -0.1008
C -3.29407 1.23770 0.24743 -0.0113 -0.4065 -0.0162
C 2.56350 0.00459 0.35805 -0.0466 -0.0773 0.0002
C 3.28398 -1.30230 0.16544 0.0897 0.0228 -0.2102
C 1.42533 0.33270 -0.38454 0.1912 0.2459 0.3667
C -2.01003 0.19728 1.98894 -0.0254 -0.1097 0.0045
C -3.04666 -1.16025 0.31702 -0.0858 0.1803 0.0668
C -1.67225 -2.29536 2.08228 0.1013 0.0101 -0.2175
C -0.71605 -2.98806 1.09934 -0.1856 -0.3111 0.2461
C 4.25820 -1.18394 -1.00916 -0.0425 -0.0993 0.1347
C 0.08033 -1.68329 -0.82192 0.1435 -0.1448 0.1602
C -3.54201 -0.02885 -0.29992 0.0967 0.0635 0.1852
C 0.85639 1.60787 -0.30658 -0.1441 -0.0972 0.0433
C -2.26889 -1.05927 1.46553 -0.0505 -0.0021 0.1596
C 3.09349 0.96009 1.21543 -0.0531 0.0094 0.0548
C 0.17638 2.54924 -2.51374 -0.1760 -0.0429 0.1348
C -2.52808 1.33616 1.39609 -0.2026 0.1118 -0.2903
C 2.52187 2.21406 1.32430 0.0538 0.0399 -0.0014
C 1.42023 2.53803 0.55423 0.0336 -0.0324 -0.0168
H -1.12758 -2.01988 2.98783 -0.0606 -0.0130 0.0611
H -4.28177 2.07122 -1.13296 0.0275 0.0732 0.0350
H -3.25074 -2.12884 -0.11700 -0.0060 -0.0974 -0.0702
H 0.78764 3.43441 -2.35278 0.0848 0.0699 -0.0369
H 0.98224 3.52267 0.62343 -0.0778 0.1206 0.0116
H -0.90317 2.75156 -0.66718 -0.0548 -0.0582 0.0247
H -0.12093 -3.74249 1.62480 -0.0937 0.0011 -0.0829
H -2.33629 2.31349 1.80833 0.0255 0.1629 0.0441
H 2.58832 -2.11577 -0.03751 0.0471 0.0012 0.1037
H -1.27004 -3.47842 0.29612 0.1212 0.0235 0.1578
H 3.97182 0.71543 1.79499 0.0943 -0.0457 0.0692
H 2.94396 2.94322 1.99942 0.0382 0.0711 0.0661
H 0.64467 -0.35088 -2.19014 -0.0581 -0.2064 0.1068
H 4.80963 -2.11218 -1.13660 0.0872 -0.0703 -0.0760
H 3.84167 -1.54689 1.07178 -0.0731 -0.0278 0.0282
H 3.71576 -0.97537 -1.92807 -0.0251 0.0232 -0.1109
H -0.67232 2.82186 -3.13598 -0.0369 0.0354 -0.1211
H -1.40085 0.29633 2.87559 0.0676 -0.0108 0.1056
H 4.96709 -0.37706 -0.83669 0.0850 0.0644 -0.0208
H 0.61818 -1.37346 1.09448 0.0443 0.0012 -0.0639
H -0.95479 1.12716 -1.34452 -0.0572 0.0464 0.0629
H -4.27391 -0.97115 -1.80080 0.0420 0.0657 -0.0346
H -2.45665 -3.00221 2.35999 0.0494 -0.0469 0.1018
H 0.77765 1.81859 -3.05175 0.0849 -0.0466 -0.1075



2.
50
Properties=species:S:1:pos:R:3:forces:R:3 method="wB97M-V/def2-TZVPD" molar_mass_g_mol=365.433 smiles="CC(C)(C)OC(=O)N1CCCc2ccc(C3=CNC(=O)[C@H]4N=CC=C34)cc21" gap_ev=7.77 relative_energy_kj_mol=313.8 homo_energy_ev=-7.8 e_lumo_ev=-0.1
O -3.21841 -5.45711 2.08511 1.7208 0.1082 -1.0954
O -0.84684 2.90842 -1.37352 1.5858 -0.5906 0.0796
O -0.84997 1.77942 0.63718 -0.3482 0.7992 -1.5409
N 0.90918 1.47966 -0.70573 -0.5714 0.9907 -1.5889
N -0.39432 -6.72892 1.28627 -0.6573 -0.3362 0.2509
N -2.38197 -3.44915 1.95710 2.5991 1.5786 -1.1639
C -1.96831 3.76224 -1.08588 -1.8386 0.7450 1.0674
C -3.24833 2.91686 -0.94940 0.8181 -0.4143 -0.3713
C 3.08122 -1.18719 0.67839 -1.3369 -0.3164 -0.9489
C 3.11212 2.44374 -0.62314 0.5702 0.6191 0.4617
C 0.82493 -2.03143 0.58763 0.7010 0.3854 0.1136
C -0.78225 -5.36995 1.76802 0.6371 0.3839 -1.7852
C -2.12281 4.74231 -2.22825 0.8849 -0.5395 -1.0286
C 0.41558 -0.79597 0.10632 0.1690 0.3478 -0.5173
C 0.55095 -6.59355 0.40724 -1.4955 1.1037 0.6720
C -0.18154 -3.00174 0.98630 -2.2487 -0.1308 1.0403
C 2.19423 -2.26753 0.83590 0.2860 1.1533 -0.0045
C 0.01385 -4.44914 0.90841 0.9107 0.5177 -0.4610
C 1.34548 0.22794 -0.14568 -0.9530 0.6288 -0.0737
C -0.31818 2.07047 -0.43799 -0.7938 -1.2300 2.5918
C -1.37627 -2.55982 1.54551 1.5324 -0.6931 -0.4039
C 1.87050 2.26171 -1.46820 0.7509 0.0717 -0.4534
C -2.20794 -4.78846 1.81473 -3.5130 -3.1070 2.4393
C 0.81993 -5.20235 0.11942 -0.0843 0.8639 0.4279
C -1.75674 4.65818 0.14465 -0.4438 -0.5330 -0.0426
C 3.70530 1.08111 -0.22899 0.3924 1.0487 -0.8857
C 2.69638 0.04977 0.10194 -0.4906 -1.3126 0.9238
H 3.84651 3.02942 -1.21234 -0.2163 -0.3702 0.3160
H -2.03438 4.13582 1.04211 0.1736 -0.2517 0.5158
H -0.43961 -5.28217 2.79569 0.0785 -0.0685 0.3554
H 4.39845 1.24684 0.57993 0.3478 -0.2159 0.3538
H -3.22446 2.35221 -0.02322 -0.0721 -0.0411 0.0914
H -2.18011 4.19068 -3.16759 0.1416 0.1278 -0.1870
H -4.12421 3.54914 -0.98705 -0.2063 0.1812 0.0586
H 2.53576 -3.25160 1.17981 -0.1314 0.5925 0.0333
H -2.40904 5.54651 0.08700 0.4682 -0.2991 -0.1465
H -0.71152 4.92268 0.17353 0.3113 0.4263 0.2029
H -3.30017 -3.08567 2.13800 -0.2194 -0.3855 0.0621
H -0.63707 -0.64787 -0.15654 0.4861 0.0554 0.2292
H -1.54828 -1.50618 1.75707 -0.0500 -0.2426 -0.2005
H 1.50467 3.26623 -1.71663 -0.4022 -0.5604 0.0705
H 4.28761 0.74721 -1.10279 -0.0077 -0.1331 0.3063
H -3.01470 5.35770 -2.16894 -0.1115 -0.1092 0.3825
H 1.00178 -7.40258 -0.15040 -0.0287 -0.3507 0.4101
H 2.15630 1.76677 -2.42146 -0.2880 0.1066 0.4201
H 4.10272 -1.29286 0.93449 0.9464 -0.2684 0.1704
H 1.54755 -4.82330 -0.56312 0.2601 0.1202 -0.4278
H -3.28919 2.20300 -1.78606 -0.0977 0.2129 0.1786
H 2.89596 3.07484 0.27836 -0.0663 -0.6360 -0.6389
H -1.25036 5.40364 -2.23319 -0.0995 -0.0329 -0.2596



3.
19
Properties=species:S:1:pos:R:3:forces:R:3 method="wB97M-V/def2-TZVPD" molar_mass_g_mol=74.167 smiles=CCC.CC gap_ev=12.36 relative_energy_kj_mol=116.1 homo_energy_ev=-11.2 e_lumo_ev=1.1
C -0.46197 -2.02251 0.35449 -0.5853 2.1775 2.4758
C 0.69889 -1.11605 2.49061 -2.3444 -1.6270 -0.7797
C -0.42605 2.04963 -1.17650 1.6031 2.0258 1.6849
C 0.21217 -0.79023 1.06218 -1.0385 0.6576 -0.0107
C 0.14821 1.63262 -2.54052 -2.4452 -0.4079 0.0430
H 1.02493 2.13538 -2.86526 0.6313 0.8834 0.0128
H 0.40970 1.86924 -0.31645 -2.0637 0.8751 -1.9461
H -0.93278 -2.62690 1.12058 0.6258 -0.9222 -0.0165
H 0.39432 0.59377 -2.55739 0.1672 -0.8995 0.1418
H 0.23783 -2.39947 -0.31485 0.9576 -1.5848 -0.8351
H -1.31110 -1.69865 -0.17299 -0.9848 0.6601 -1.1978
H -1.34006 1.60432 -0.79397 0.0830 -0.9399 -0.4970
H -0.65495 1.74716 -3.30438 0.6601 0.0812 0.2768
H 1.02404 -0.52991 0.36447 0.0090 0.3870 0.6780
H -0.49906 0.11786 1.10522 1.0358 -1.4581 -0.0957
H -0.10999 -1.54160 3.13722 0.0910 -0.1945 -0.9753
H -0.80828 3.15254 -1.22136 1.3597 -1.5683 0.2482
H 1.47079 -1.83944 2.51164 0.9824 -0.6892 -0.0941
H 0.92335 -0.33778 3.11725 1.2556 2.5437 0.8868



4.
64
Properties=species:S:1:pos:R:3:forces:R:3 method="wB97M-V/def2-TZVPD" molar_mass_g_mol=428.565 total_charge=+1 multiplicity=2 gap_ev="7.29 / 7.84" homo_energy_ev="-11.8 / -11.8" e_lumo_ev="-4.5 / -4.0"
V -0.51782 -0.90586 0.68063 -0.4718 -0.6558 3.2474
Si 0.02878 0.21603 4.02491 0.2115 0.2774 1.8260
O 3.01074 2.93137 -1.56186 -1.2518 0.1400 0.1813
O -0.51507 -0.44380 -2.20205 0.4909 0.9805 -2.3053
O -0.13549 0.07193 2.41219 -0.1592 -0.4257 -2.3507
C 1.00959 4.28736 -1.89686 0.4722 -0.4873 0.4878
C 0.02066 -3.19471 0.63981 0.2758 0.4546 0.3681
C -2.49071 -0.72697 -0.52932 -0.5967 -0.4392 0.2799
C 2.47212 4.02885 -2.30393 0.5671 0.3045 -0.3288
C -0.41168 0.03413 -4.39595 0.0996 -0.2622 0.4963
C -2.45444 -2.00637 0.11115 -0.1853 1.0335 -0.2813
C 1.63057 -1.64679 1.23222 -0.9835 -0.5784 -0.4975
C 1.81045 0.22610 4.64218 0.3882 -0.2842 -0.3036
C 0.65470 -2.56952 1.74853 0.5338 0.0067 -0.8683
C -0.25717 -1.17518 -3.46268 0.3705 -1.2119 -1.1465
C 0.53967 -2.60683 -0.54377 0.2325 -0.3728 0.0409
C -0.66402 0.73215 -3.08779 -0.1320 1.8895 0.6889
C 1.53403 -1.65340 -0.19420 -0.1669 -0.4958 0.6960
C -2.51309 0.28500 0.47543 -0.2352 -1.2170 0.3195
C 0.62554 3.12572 -0.96128 0.8435 -0.2880 0.2391
C -1.32006 -2.21258 -3.75223 0.1522 -0.0192 0.1034
C 1.14125 -1.73247 -3.55093 -0.0160 -0.5304 -0.0528
C -2.51038 -1.77282 1.53469 0.0735 0.7270 0.1303
C -0.88516 -1.21567 4.89788 -0.1138 -0.1303 -0.2114
C 1.96341 2.35688 -0.77186 0.1058 0.1189 0.0363
C -0.55672 1.88492 4.69242 -0.4544 0.1661 -0.2006
C -2.66969 -0.36852 1.73932 0.0355 -0.6005 -0.7442
H 0.10430 1.49239 -2.87974 -0.4228 -0.3296 0.1479
H -1.08097 -2.68025 -4.72088 -0.2168 0.0615 0.3744
H 2.32523 -1.06505 1.81246 -0.1591 0.2023 0.0635
H 2.40547 -0.54902 4.13795 0.0964 0.1541 0.1748
H -1.67139 1.18267 -3.02970 0.3762 -0.1415 0.3577
H -1.60696 2.09282 4.43427 0.2439 0.0889 0.0501
H -0.69132 -4.02713 0.67087 0.3264 0.5686 0.0778
H 1.91474 0.05134 5.72944 -0.3032 0.0264 -0.4690
H -2.54589 -2.96624 -0.40387 0.2558 0.4676 0.3062
H 1.29575 -2.09783 -4.57667 0.0906 0.3193 0.2132
H 0.50804 0.32992 -4.93161 -0.6055 -0.1328 0.2571
H 0.33582 3.50960 0.01017 -0.2232 0.0807 0.1056
H -0.18956 2.47845 -1.31441 0.3607 0.3696 0.0380
H 0.06911 2.68227 4.25676 -0.2619 -0.2224 0.0574
H 1.87329 1.30730 -1.02994 -0.0957 -0.4019 -0.1795
H 0.34950 -3.05475 -1.51348 -0.2753 0.6681 0.3460
H -2.45342 -2.51819 2.33763 -0.1916 0.3577 -0.5284
H -2.49571 1.35064 0.33350 -0.1426 0.1265 -0.1274
H -2.30370 -1.73696 -3.81833 0.0716 -0.1595 0.0096
H -0.68769 -1.30363 5.98589 -0.0006 0.2476 -0.6211
H -1.28833 -0.01453 -5.04351 0.3032 -0.0008 -0.0792
H 2.27892 1.20311 4.44155 -0.1034 -0.3190 -0.0630
H -2.69574 -0.56291 -1.58336 0.5692 -0.0768 0.4158
H 3.11364 4.90326 -2.12522 -0.2210 -0.1565 0.0539
H -0.58395 -2.17909 4.44267 -0.2018 0.3278 0.2603
H -1.33555 -2.96833 -2.96714 -0.1215 -0.1977 -0.0650
H 0.37630 4.30285 -2.76779 -0.2827 0.3672 -0.2408
H 2.19722 -1.10144 -0.85205 -0.3873 -0.0441 0.0231
H 2.28518 2.41643 0.25908 0.0369 -0.0941 0.4063
H -0.47354 1.99401 5.79394 0.0509 -0.3532 -0.5785
H 0.48389 -2.84547 2.77410 0.0217 0.2759 0.1000
H 0.95099 5.20428 -1.31528 -0.2007 0.1877 -0.3816
H -1.97968 -1.11813 4.77466 0.3585 -0.0919 0.0455
H 1.88561 -0.96517 -3.30071 -0.0957 -0.3082 -0.0763
H 1.23216 -2.61748 -2.91937 0.4727 0.2663 -0.1589
H -3.02035 0.12871 2.64612 0.9818 -0.2134 -0.0763
H 2.57858 3.79259 -3.36471 -0.1900 -0.0201 -0.0895



5.
9
Properties=species:S:1:pos:R:3:forces:R:3 method="wB97M-V/def2-TZVPD" molar_mass_g_mol=181.396 gap_ev=8.45 relative_energy_kj_mol=334.7 homo_energy_ev=-9.4 e_lumo_ev=-0.9
Cl -0.48089 2.22010 0.00334 -0.1839 -0.1728 0.0672
Cl 2.48415 0.11692 -0.28736 -0.0052 -0.2885 -0.6123
Cl 2.06404 -1.69617 1.79920 -0.2870 -1.2038 -0.0491
F -1.76873 -1.33978 -0.82046 0.0892 -1.1774 -0.9629
F -0.32979 0.67464 -1.99324 -0.6302 -0.5263 0.7090
C -0.85621 0.72071 -0.75335 1.6896 2.4413 -0.6320
C -1.49019 -0.23353 -0.15429 -2.3601 -1.6571 2.0158
C 2.41972 -0.13915 1.37087 0.3173 1.4738 0.6484
H -2.04209 -0.32376 0.83529 1.3704 1.1108 -1.1840



6.
76
Properties=species:S:1:pos:R:3:forces:R:3 method="wB97M-V/def2-TZVPD" molar_mass_g_mol=424.572 smiles=COCCOC.COCCOC.COCCOC.COCCOC.CO.CO gap_ev=9.81 relative_energy_kj_mol=439.4 homo_energy_ev=-9.3 e_lumo_ev=0.5
O 2.18229 -0.25718 -3.82328 0.0989 1.2894 1.5742
O -4.15367 -2.62399 -2.66862 1.2642 0.0045 0.6010
O 1.28352 -2.44843 1.27756 0.3309 -0.6015 0.2080
O -0.13512 -0.60482 -0.23572 0.6872 -1.6630 -0.6346
O -2.47760 -2.29971 3.13705 -0.1889 0.6602 0.5042
O 3.76462 4.55617 -0.05674 0.0569 1.2141 -0.2435
O -0.00806 1.18102 -2.46427 -1.3117 -0.5271 0.1800
O -1.22676 -1.24299 5.67919 1.1497 -0.4032 -0.2827
O 2.94423 2.71944 2.20430 -0.7906 -0.3747 -0.2772
O -1.60940 -2.83216 -3.96865 -0.4788 -0.9403 -0.3974
C 3.68016 3.16052 -0.06066 -0.5341 -0.3099 -0.5804
C -2.21269 -3.88992 -3.23960 -0.7053 0.8500 2.1585
C -0.69639 0.35755 0.56838 -0.8753 0.8518 0.0404
C -1.32908 1.76296 -2.59893 1.6131 0.9989 -0.9542
C -0.63374 -0.18058 4.95121 -1.4434 0.7402 0.7992
C 2.54106 2.71296 0.84781 1.0435 0.1955 0.1362
C -2.98585 -2.06964 1.80812 0.1618 -1.1645 1.1735
C 3.29173 -1.05705 -3.55063 1.0712 -1.1058 -0.8077
C 2.26648 0.94051 -3.01191 -0.7255 0.4628 -1.4342
C 4.81274 5.03747 -0.87781 -0.1171 -0.0766 -0.4643
C -3.18418 -1.59002 4.14292 0.0523 1.8461 -0.4612
C 0.96818 -2.38318 2.64217 -0.5311 0.5906 1.1865
C 3.13344 4.00464 2.72909 0.1913 0.7545 0.6249
C -4.74296 -1.66435 -1.82127 -0.0696 -0.1532 -0.6915
C -2.57197 -1.60833 5.52665 0.4377 -1.8836 -0.5343
C -0.86784 -1.89543 -3.19973 -0.2129 -0.8784 -0.4905
C -3.08054 -3.35363 -2.02588 0.3169 -0.5311 -1.6332
C 0.99922 1.77976 -3.25796 0.6164 -0.1846 0.7110
H -1.04561 0.72044 5.41538 0.1750 0.5334 -0.3738
H 2.43434 0.74993 -1.95052 -0.4011 -0.3901 0.1075
H -0.88836 -0.17554 3.89099 0.1498 -0.2063 -0.0633
H -1.47948 -4.59464 -2.83951 0.3489 0.0795 0.0366
H -2.17686 -2.38139 1.14878 -0.0806 0.2944 -0.1887
H -4.07969 -0.82790 -1.58307 0.5633 -0.3962 0.6868
H -0.03220 -0.26558 -1.13223 0.1473 0.2326 -0.1434
H -1.07273 -0.10494 1.48106 0.3974 0.0591 0.1651
H 1.14794 2.82887 -2.98393 0.1895 0.0695 0.6258
H -0.04828 -2.64456 2.94944 -0.3210 -0.3372 -0.7018
H 1.58698 -3.02071 3.27423 0.4413 -0.1387 -0.5363
H 4.24201 -0.51635 -3.57293 -0.0300 0.4023 -0.1331
H 3.35101 -1.79270 -4.35403 -0.0490 -0.0482 0.0208
H -1.58171 0.74196 0.05531 -0.0657 0.5112 0.2453
H -3.23210 -1.09723 6.23004 -0.0813 0.2477 -0.0766
H 1.05205 -1.38146 3.07214 0.4588 0.2626 -0.2476
H -0.17139 -1.42791 -3.89369 -0.1678 0.2736 0.1207
H 4.86044 6.12514 -0.91873 -0.4638 0.0067 0.4320
H -1.55867 1.78716 -3.66555 -0.3247 -0.0684 -0.0210
H -1.57134 -1.18961 -2.75598 0.2820 0.2330 0.1978
H -3.22171 -0.52185 3.89665 0.0969 0.2333 -0.5979
H -2.14370 1.28985 -2.05575 0.5646 -0.4647 0.1908
H -0.27767 -2.42266 -2.44697 -0.0032 0.1738 0.3063
H -5.49441 -1.11787 -2.39317 -0.5399 -0.6257 0.0590
H -4.24868 -1.82660 4.21679 -0.0447 -0.6719 0.0356
H 2.16755 1.73051 0.55642 0.5858 -0.3710 0.3559
H -5.12968 -2.25134 -0.98718 -0.3162 0.8678 0.5207
H -2.53109 -2.67195 5.77458 -0.2685 -0.0057 0.5515
H -3.81548 -2.77099 1.69966 -0.2692 0.2125 -0.4311
H -1.19627 2.79532 -2.26837 -0.5303 0.1699 0.1110
H 0.03191 1.14965 0.75127 -0.3129 0.2363 0.4045
H 3.32521 -1.62267 -2.61620 -0.7107 0.2243 0.3208
H -2.46763 -2.82707 -1.29082 -0.0926 0.9033 -0.3624
H 2.29902 4.68456 2.54116 -0.2844 -0.1604 -0.1261
H 4.64344 4.71275 -1.90744 0.1356 -0.1677 -0.1414
H -2.93127 -4.48773 -3.79868 0.2769 0.4451 -0.8019
H 0.44196 -0.14914 5.11215 -0.0759 -0.4775 -0.0378
H 3.12860 1.53768 -3.32020 0.1815 -0.0366 -0.2818
H 3.25258 3.92329 3.80970 -0.0698 -0.2290 -0.0210
H 0.77686 1.89263 -4.32175 -0.3102 -0.8284 -0.1757
H 4.69515 2.80757 0.13483 -0.2401 -0.7725 0.4815
H -3.44382 -4.18632 -1.41763 -0.4450 -0.3180 -0.3259
H -3.32011 -1.04482 1.64486 0.1461 0.0831 -0.0069
H 4.01374 4.52417 2.34943 0.1521 -0.2398 -0.1771
H 3.36668 2.76469 -1.03336 0.3155 0.2620 -0.5622
H 0.91189 -1.70378 0.79014 -0.2424 0.0201 0.0114
H 5.80366 4.70623 -0.55915 -0.0065 -0.3091 0.1650
H 1.67509 3.34130 0.61900 0.0316 0.5644 0.3713